{"formula": "C18H17NO3", "method": "the ωB97M-V functional and the def2-TZVPD basis", "e_tot_ev": -26574.0227, "homo_lumo_gap_ev": 10.10, "homo_energy_ev": -9.547, "smiles": "O=C(O)Oc1ccccn1.c1ccccc1.c1ccccc1", "e_lumo_ev": 0.555, "total_charge": 0, "e_above_lowest_kcal_mol": 30.2, "symbols": ["O", "C", "O", "O", "C", "C", "C", "C", "C", "N", "H", "H", "H", "H", "H", "C", "C", "C", "C", "C", "C", "H", "H", "H", "H", "H", "H", "C", "C", "C", "C", "C", "C", "H", "H", "H", "H", "H", "H"], "xyz": [[4.11072, 0.53692, 2.15010], [3.29836, 0.82960, 1.33892], [3.36883, 0.54065, 0.01211], [2.18795, 1.59192, 1.62088], [1.03484, 0.82338, 1.62625], [0.28300, 0.74583, 0.47009], [-0.82378, -0.06989, 0.39453], [-1.12377, -0.76742, 1.56337], [-0.33893, -0.59809, 2.69058], [0.75004, 0.18357, 2.73835], [3.38704, -0.42128, -0.10124], [0.61092, 1.30238, -0.39859], [-1.40929, -0.17810, -0.50519], [-1.95636, -1.45641, 1.60328], [-0.58809, -1.14329, 3.59140], [-3.06858, 3.50436, -1.95665], [-4.39330, 3.74846, -1.62010], [-4.77819, 3.77658, -0.28686], [-3.83897, 3.56582, 0.71395], [-2.51502, 3.32226, 0.37742], [-2.13231, 3.28840, -0.95539], [-2.76749, 3.48356, -2.99603], [-5.12640, 3.91906, -2.39786], [-5.81200, 3.96445, -0.02721], [-4.13857, 3.59197, 1.75351], [-1.77818, 3.16030, 1.15425], [-1.09731, 3.09937, -1.21194], [3.49427, -4.03563, -0.17672], [3.23857, -4.70742, -1.36312], [2.13172, -4.36937, -2.13134], [1.28209, -3.35428, -1.71669], [1.53751, -2.68103, -0.52938], [2.64107, -3.02299, 0.24281], [4.35492, -4.30118, 0.42294], [3.90280, -5.49636, -1.69083], [1.93314, -4.89768, -3.05475], [0.42220, -3.08741, -2.31772], [0.88105, -1.88709, -0.20270], [2.83549, -2.50393, 1.17554]], "atomic_forces_ev_per_a": [[-0.049, -0.041, -0.037], [0.159, 0.176, 0.000], [-0.663, -0.151, 0.163], [0.309, -0.040, 0.119], [-0.278, -0.273, 0.099], [0.154, 0.556, -1.224], [0.182, -0.152, 1.150], [-0.367, -0.165, -0.216], [0.157, 0.053, -0.069], [-0.243, -0.171, -0.113], [0.442, -0.016, -0.066], [0.062, 0.055, 0.068], [-0.016, 0.076, -0.065], [-0.048, 0.031, 0.023], [0.082, 0.050, 0.108], [-0.033, -0.014, 0.033], [-0.001, -0.002, -0.018], [-0.003, -0.001, 0.018], [-0.016, -0.007, -0.046], [0.021, -0.016, 0.071], [0.061, -0.004, -0.039], [0.002, 0.003, -0.005], [-0.005, -0.004, -0.003], [-0.003, 0.008, 0.001], [0.000, 0.002, 0.006], [-0.004, -0.012, 0.004], [0.002, 0.019, -0.015], [0.022, 0.006, 0.000], [-0.006, -0.010, -0.008], [0.012, -0.001, 0.005], [0.030, 0.000, 0.007], [0.061, 0.037, 0.029], [0.021, 0.070, -0.022], [0.006, 0.000, 0.003], [0.000, -0.008, 0.001], [0.005, 0.000, -0.007], [-0.005, 0.000, 0.003], [-0.026, -0.026, 0.014], [-0.024, -0.028, 0.030]], "nbo_charge": [-0.53, 0.98, -0.71, -0.52, 0.46, -0.28, -0.17, -0.26, 0.04, -0.41, 0.51, 0.24, 0.23, 0.22, 0.20, -0.20, -0.22, -0.21, -0.21, -0.21, -0.22, 0.21, 0.21, 0.21, 0.21, 0.22, 0.21, -0.20, -0.21, -0.21, -0.23, -0.16, -0.27, 0.22, 0.22, 0.21, 0.21, 0.20, 0.22]}